Density functional theory data (ωB97M-V with the def2-TZVPD basis set) for CAuNO5S2 as an isolated structure.

Results
<S²> = 3.767
HOMO energy (alpha / beta) = -15.118 / -15.048 eV
2S+1 = 4
total charge = +1
orbital gap (alpha / beta) = 8.55 / 5.30 eV
LUMO energy (alpha / beta) = -6.57 / -9.75 eV

XYZ file:
```
10
Properties=species:S:1:pos:R:3:lowdin_spin:R:1
Au 1.29617 -1.48988 -0.34157 0.78
N 0.88232 0.60039 -0.64339 0.58
S -0.31442 0.39144 0.55194 0.07
O 0.05870 -1.05437 0.99909 0.29
S 2.39838 0.94237 -0.15471 0.58
O 3.05937 -0.47294 -0.08867 0.51
O -1.58764 0.25054 -0.35346 0.02
C -1.70551 -1.21472 -1.40182 0.00
O -1.43477 -2.25510 -0.85272 0.12
O -1.62186 -0.82693 -2.52834 0.05
```

Density functional theory data (ωB97M-V with the def2-TZVPD basis set) for one molecule with the formula C17H20BrFN6O2.

Results
HOMO energy = -9.196 eV
SMILES = O=C(NCC[C@@H](F)Cn1cc(C2(C3CC3)CC2)nn1)c1ncnc(O)c1Br
orbital gap = 9.48 eV
LUMO energy = 0.28 eV

XYZ file:
```
47
Properties=species:S:1:pos:R:3:nbo_charge:R:1
O -1.97608 1.41998 0.69364 -0.60
C -1.10115 2.25821 0.76983 0.65
N -0.55498 2.67420 1.93298 -0.61
C -0.98367 2.10990 3.20411 -0.22
C -0.53914 0.65675 3.33866 -0.46
C 0.96224 0.49948 3.37468 0.20
F 1.42891 0.90998 4.62895 -0.37
C 1.43299 -0.93230 3.15337 -0.24
N 1.24056 -1.30758 1.76902 -0.18
C 0.18176 -1.90063 1.17562 -0.10
C 0.46277 -1.85597 -0.16361 0.15
C -0.31784 -2.38429 -1.30951 -0.12
C 0.03351 -3.79891 -1.67466 -0.21
C -0.20711 -4.36040 -3.04453 -0.42
C 1.19621 -4.07037 -2.58292 -0.41
C -1.74633 -1.92171 -1.44271 -0.41
C -0.68966 -1.38776 -2.36876 -0.40
N 1.66803 -1.23871 -0.31200 -0.25
N 2.12415 -0.90100 0.84993 -0.07
C -0.47504 2.84355 -0.47995 0.13
N 0.11895 1.93960 -1.26524 -0.44
C 0.67892 2.39477 -2.36876 0.28
N 0.69315 3.65943 -2.78567 -0.50
C 0.08857 4.54414 -2.01711 0.51
O 0.06973 5.81794 -2.41026 -0.64
C -0.52565 4.18149 -0.81224 -0.22
Br -1.39592 5.47915 0.23518 0.11
H 0.13873 3.40145 1.91360 0.41
H -0.56233 2.72161 4.00088 0.21
H -2.07083 2.16723 3.26495 0.22
H -0.95379 0.21970 4.25074 0.22
H -0.94259 0.10593 2.48795 0.24
H 1.44805 1.13376 2.62902 0.18
H 2.49490 -1.00479 3.37935 0.24
H 0.88382 -1.62609 3.79010 0.21
H -0.65492 -2.28929 1.72955 0.23
H -0.10003 -4.49988 -0.85706 0.21
H -0.51721 -5.39401 -3.11031 0.21
H -0.63241 -3.71975 -3.80426 0.21
H 1.68916 -3.20333 -3.00176 0.22
H 1.84635 -4.90433 -2.35906 0.21
H -2.44942 -2.63937 -1.84436 0.21
H -2.13875 -1.24317 -0.69648 0.23
H -0.36157 -0.37208 -2.20132 0.24
H -0.70112 -1.70933 -3.40070 0.21
H 1.17746 1.67015 -3.00199 0.20
H 0.53864 5.85666 -3.25693 0.50
```

Density functional theory data (ωB97M-V with the def2-TZVPD basis set) for a 2-piece molecular cluster, C5H9ClS overall.

Results
HOMO energy (alpha / beta) = -8.609 / -7.782 eV
orbital gap (alpha / beta) = 8.36 / 8.03 eV
LUMO energy (alpha / beta) = -0.25 / 0.24 eV

XYZ file:
```
16
Properties=species:S:1:pos:R:3:nbo_charge:R:1
C 0.42364 -0.39927 -0.69716 -0.10
C 1.17926 0.51298 0.19606 -0.19
C 0.80689 -0.54845 -2.16492 -0.66
C -1.07373 -0.61180 -0.32584 -0.61
C -0.82778 0.96296 2.74337 -0.49
S 1.68192 -1.23000 0.52033 0.09
Cl 2.13185 1.85699 0.05669 0.10
H -0.02526 -1.03285 -2.82117 0.23
H 1.84533 -0.98701 -2.36010 0.24
H 0.98690 0.48681 -2.53203 0.23
H -1.39541 -1.65235 -0.24131 0.22
H -1.76205 -0.15487 -1.06922 0.21
H -1.27077 -0.13097 0.53838 0.22
H -0.67336 1.70838 2.01990 0.17
H -0.29248 0.63247 3.60414 0.18
H -1.73494 0.58697 2.53287 0.14
```

Density functional theory data (ωB97M-V with the def2-TZVPD basis set) for a 12-piece molecular cluster, C35H100F6N8O11P overall.

Results
HOMO energy = -5.239 eV
total charge = -1
orbital gap = 7.46 eV
LUMO energy = 2.23 eV

XYZ file:
```
161
Properties=species:S:1:pos:R:3:mulliken_charge:R:1
P -37.01006 -12.70184 -2.53443 1.73
F -36.97376 -12.08600 -4.08535 -0.86
F -38.60874 -12.17058 -2.44312 -0.46
F -37.55518 -14.01377 -3.34174 -0.36
F -37.19962 -13.37682 -1.12460 -0.48
F -35.51995 -13.40089 -2.64788 -0.21
F -36.37249 -11.31947 -1.89190 0.24
C -36.61117 -11.34936 -7.00575 -1.77
C -36.61469 -12.84876 -7.21989 1.74
C -35.94846 -13.29883 -8.50111 -1.46
O -35.79030 -14.67015 -8.60940 -0.05
C -34.78961 -15.05902 -9.58683 -0.80
N -36.05894 -13.56648 -6.05874 0.46
H -37.38497 -10.99334 -6.32562 0.16
H -37.04237 -10.91860 -7.90941 0.60
H -35.59677 -10.97292 -6.87389 0.41
H -37.67891 -13.08088 -7.17896 -0.70
H -34.98175 -12.79586 -8.52577 0.50
H -36.55946 -12.89538 -9.30858 0.31
H -33.80392 -14.70102 -9.28957 0.34
H -35.02005 -14.77486 -10.61359 0.37
H -34.72377 -16.14647 -9.62178 0.05
H -36.46474 -13.16894 -5.22364 -0.20
H -35.09679 -13.26024 -6.08301 0.26
C -43.01928 -11.40496 0.62006 -1.68
C -41.89108 -11.36866 -0.41354 0.58
C -40.64600 -10.45667 -0.04934 0.33
O -41.11720 -9.25980 0.44357 -0.50
C -39.97973 -8.63507 1.13069 -0.57
N -41.34728 -12.69635 -0.61557 -0.42
H -42.76012 -11.42528 1.67860 0.32
H -43.55898 -12.34334 0.49253 0.45
H -43.68927 -10.60321 0.30956 0.35
H -42.45887 -11.22271 -1.33246 0.32
H -40.05260 -10.36164 -0.95870 -0.20
H -40.01123 -10.85819 0.74056 0.07
H -39.65197 -9.11830 2.05111 0.30
H -40.24656 -7.59771 1.33262 0.40
H -39.09787 -8.58474 0.49203 0.07
H -40.51847 -12.56250 -1.17706 -0.09
H -42.06510 -13.17085 -1.14441 0.25
C -31.90550 -11.18110 -0.09293 -1.64
C -31.81850 -11.50634 -1.61807 0.44
C -30.69664 -12.52649 -1.98529 -0.75
O -29.44815 -11.74429 -1.80140 -0.36
C -28.27519 -12.51549 -1.97474 -0.76
N -33.08659 -12.05191 -2.11524 -0.03
H -32.73633 -10.56989 0.25953 0.28
H -30.90599 -10.87907 0.21990 0.45
H -31.95689 -12.05639 0.55463 0.38
H -31.63887 -10.64847 -2.26606 0.24
H -30.84305 -12.86251 -3.01181 0.47
H -30.69505 -13.36185 -1.28509 0.41
H -28.43482 -13.07013 -2.89939 0.31
H -28.17328 -13.27959 -1.20412 0.28
H -27.37507 -11.90393 -2.03710 0.25
H -33.24390 -12.78920 -1.44312 0.01
H -33.79287 -11.33003 -2.12775 -0.15
C -32.91648 -15.38472 -4.10188 -1.75
C -33.95807 -15.83224 -5.13671 1.61
C -33.47342 -17.14646 -5.89543 -1.07
O -34.36993 -17.14899 -7.02362 -0.08
C -34.04562 -18.35096 -7.77829 -1.07
N -35.20726 -16.01150 -4.53751 -0.03
H -33.14052 -14.45891 -3.57199 0.42
H -31.94567 -15.35120 -4.59635 0.55
H -32.71049 -16.06566 -3.27606 0.21
H -34.00644 -14.96235 -5.79174 -0.37
H -33.64910 -18.05573 -5.32056 0.34
H -32.46687 -17.13624 -6.31358 0.36
H -33.05774 -18.34625 -8.23891 0.40
H -34.69463 -18.33485 -8.65386 0.22
H -34.08600 -19.24928 -7.16226 0.41
H -35.31975 -15.20623 -3.93835 -0.44
H -35.03351 -16.62649 -3.75540 0.15
C -33.75528 -15.28582 3.51170 -1.49
C -34.89009 -14.24942 3.83671 0.58
C -35.87152 -14.13561 2.69872 -0.41
O -36.72658 -13.12648 3.08137 -0.51
C -37.61303 -12.75366 2.12517 0.23
N -35.57279 -14.62347 5.03044 -0.86
H -34.02809 -16.33184 3.65143 0.40
H -32.82554 -15.17628 4.06998 0.37
H -33.42231 -15.27698 2.47384 0.27
H -34.44437 -13.26652 3.98951 0.41
H -36.36107 -15.09333 2.52200 0.10
H -35.27494 -13.83442 1.83763 0.25
H -36.97931 -12.49996 1.27538 -0.20
H -38.16470 -11.86093 2.41978 0.22
H -38.30606 -13.51879 1.77533 0.05
H -35.22110 -14.12818 5.83734 0.27
H -36.45829 -14.14607 4.94051 0.31
C -38.68779 -6.30805 -4.12244 -1.65
C -37.95509 -7.63802 -4.12986 0.61
C -38.65771 -8.72194 -4.99638 0.22
O -40.09807 -8.83290 -4.99390 -0.53
C -40.64285 -9.20391 -3.73417 -0.40
N -36.56409 -7.54144 -4.52644 -0.43
H -38.03634 -5.43810 -4.20547 0.45
H -39.37548 -6.13583 -3.29448 0.30
H -39.20773 -6.29138 -5.08030 0.37
H -38.10870 -8.05342 -3.13390 -0.10
H -38.25909 -9.70306 -4.73828 -0.71
H -38.38801 -8.67374 -6.05138 0.51
H -41.72741 -9.17273 -3.62990 0.36
H -40.13184 -8.61677 -2.97113 0.17
H -40.38628 -10.26205 -3.68310 0.10
H -36.52806 -6.74651 -5.14845 0.24
H -36.00399 -7.19159 -3.76225 0.36
C -38.83917 -18.16223 -1.13264 -1.95
C -38.85621 -16.64425 -1.15180 0.69
C -38.69019 -15.95378 0.23178 0.07
O -39.55931 -16.57570 1.22557 -0.51
C -40.76364 -15.90824 1.26877 -0.57
N -37.90244 -16.24001 -2.14163 0.12
H -39.50489 -18.62558 -0.40448 0.45
H -37.96970 -18.69740 -0.75087 0.28
H -39.13978 -18.58660 -2.09058 0.38
H -39.84438 -16.31108 -1.46899 0.53
H -38.83979 -14.88157 0.10494 -0.03
H -37.66392 -16.21077 0.49411 -0.04
H -41.11126 -15.95128 0.23658 0.29
H -40.78849 -14.95596 1.79852 0.18
H -41.43780 -16.55139 1.83442 0.31
H -37.76331 -15.24122 -2.08537 -0.30
H -37.03554 -16.65955 -1.83737 -0.14
C -41.23349 -15.88357 -4.83219 -1.46
C -39.94423 -15.84438 -5.64909 0.69
C -40.01849 -14.78874 -6.73894 -0.80
O -39.00267 -15.09304 -7.80543 -0.17
C -39.35048 -14.65573 -9.18164 -0.90
N -38.67155 -15.72312 -4.93140 -0.10
H -41.25179 -14.89603 -4.37118 0.21
H -41.37725 -16.64413 -4.06475 0.32
H -42.09503 -15.83669 -5.49826 0.46
H -40.00538 -16.76616 -6.22762 0.26
H -39.77715 -13.79816 -6.35344 0.19
H -41.03127 -14.81098 -7.14127 0.56
H -39.36813 -13.57401 -9.04869 0.34
H -40.34939 -14.95054 -9.50313 0.39
H -38.66396 -15.12356 -9.88728 0.18
H -38.54102 -16.36196 -4.16008 0.21
H -38.68745 -14.81837 -4.48275 -0.30
C -34.75518 -16.18327 -0.79469 0.03
O -35.24887 -17.20532 -1.68771 -0.74
H -34.51010 -16.78985 0.07714 0.48
H -33.85216 -15.72972 -1.20328 0.08
H -35.51528 -15.46862 -0.47909 -0.36
H -34.61195 -17.89165 -1.89958 0.33
C -33.83045 -8.75470 -3.30418 0.15
O -34.12431 -8.80457 -4.60715 -0.67
H -33.83904 -7.74789 -2.88661 0.31
H -34.55447 -9.35441 -2.75260 -0.31
H -32.82745 -9.13740 -3.11545 0.13
H -34.98614 -8.45504 -4.84522 0.61
C -36.27173 -9.21740 0.64835 -0.29
O -35.17115 -9.15902 -0.29059 -0.60
H -36.10069 -9.92230 1.46196 0.22
H -36.47125 -8.32805 1.24614 0.44
H -37.15394 -9.56416 0.11025 -0.11
H -35.57516 -9.60600 -1.03797 0.11
```

Energy relative to the best compared isomer or geometry (same formula, charge and spin) in eV, matching the order above: 0.000, 0.367, 4.839, 3.565